Entry 1:
Entry from the Open Molecules 2025 dataset: one molecule with the formula C5H3N (ωB97M-V/def2-TZVPD).

CARTESIAN COORDINATES (ANGSTROEM)
C (-0.48, -0.77, 0.03)
C (-2.18, -1.86, 0.58)
C (-2.03, -0.63, 0.05)
C (0.26, 0.33, -0.02)
C (-3.48, 1.35, -0.32)
N (-2.80, 0.40, -0.28)
H (-0.08, -1.72, 0.02)
H (1.33, 0.44, -0.23)
H (-0.08, 1.25, 0.26)

**Kohn-Sham gap**: 8.98 eV
**Energy**: -246.83441 hartree
**LUMO**: -0.0271 Ha
**Molar mass**: 77.09 g/mol
**E_HOMO**: -9.716 eV
**Multiplicity**: 1
**Energy above the lowest of the compared OMol25 structures with the same formula, charge and spin**: 92.6 kcal/mol


Entry 2:
Entry from the Open Molecules 2025 dataset: one molecule with the formula C2H5N3O2 (ωB97M-V/def2-TZVPD).

CARTESIAN COORDINATES (ANGSTROEM)
H (-0.06, -2.42, -0.98)
N (-0.47, -1.53, -0.61)
C (0.54, -0.85, -0.15)
N (1.77, -1.27, 0.17)
O (0.29, 0.41, 0.25)
N (-0.98, 0.85, 0.03)
C (-1.25, 2.16, 0.33)
O (-1.89, 2.94, -0.34)
H (2.09, -2.17, -0.13)
H (2.04, -1.05, 1.11)
H (-1.32, 0.46, -0.91)
H (-0.75, 2.46, 1.25)

**Kohn-Sham gap**: 10.04 eV
**Structure (SMILES)**: [H]/N=C(\N)ONC=O
**Energy**: -393.88864 hartree
**LUMO**: 0.0187 Ha
**Molar mass**: 103.08 g/mol
**E_HOMO**: -9.531 eV
**Multiplicity**: 1
**Energy above the lowest of the compared OMol25 structures with the same formula, charge and spin**: 82.0 kcal/mol


Entry 3:
Entry from the Open Molecules 2025 dataset: a 10-piece molecular cluster, C62H127N9O10P2 overall (ωB97M-V/def2-TZVPD).

CARTESIAN COORDINATES (ANGSTROEM)
C (1.50, 2.00, -3.92)
C (2.34, 3.21, -3.39)
C (1.72, 3.74, -2.17)
C (0.36, 4.48, -2.44)
P (-0.41, 5.10, -0.93)
C (-1.12, 3.66, -0.12)
C (-0.18, 2.95, 0.88)
C (-0.44, 1.40, 0.80)
C (0.57, 0.51, 0.00)
C (0.64, 6.08, 0.09)
C (-0.14, 6.53, 1.38)
C (0.85, 7.28, 2.28)
C (1.72, 6.32, 3.12)
C (-1.84, 6.22, -1.30)
C (-2.80, 5.66, -2.43)
C (-3.91, 6.68, -2.71)
C (-5.08, 6.25, -3.59)
H (0.44, 2.20, -4.12)
H (1.54, 1.16, -3.24)
H (1.83, 1.61, -4.88)
H (2.62, 3.97, -4.12)
H (3.34, 2.86, -3.14)
H (2.34, 4.51, -1.70)
H (1.65, 2.97, -1.39)
H (-0.44, 3.88, -2.86)
H (0.60, 5.28, -3.14)
H (-1.25, 2.96, -0.95)
H (-2.12, 3.64, 0.31)
H (-0.45, 3.44, 1.82)
H (0.87, 3.21, 0.73)
H (-1.46, 1.16, 0.51)
H (-0.31, 1.07, 1.83)
H (1.63, 0.65, 0.22)
H (0.29, 0.49, -1.06)
H (0.40, -0.54, 0.25)
H (1.08, 6.95, -0.41)
H (1.41, 5.36, 0.36)
H (-0.65, 5.75, 1.95)
H (-0.88, 7.29, 1.15)
H (0.36, 7.97, 2.98)
H (1.37, 8.01, 1.65)
H (1.38, 5.30, 3.29)
H (1.84, 6.87, 4.05)
H (2.76, 6.29, 2.82)
H (-1.36, 7.09, -1.76)
H (-2.38, 6.50, -0.40)
H (-3.33, 4.77, -2.11)
H (-2.27, 5.37, -3.34)
H (-3.59, 7.66, -3.06)
H (-4.30, 7.04, -1.76)
H (-4.95, 6.74, -4.56)
H (-6.02, 6.59, -3.15)
H (-5.18, 5.19, -3.80)
C (1.93, -1.92, -2.76)
C (2.47, -2.18, -1.31)
C (3.94, -1.78, -1.19)
C (4.41, -1.94, 0.27)
P (5.93, -1.09, 0.78)
C (6.09, 0.61, 0.07)
C (4.89, 1.47, 0.43)
C (5.41, 2.77, 1.03)
C (4.23, 3.80, 1.36)
C (5.95, -0.82, 2.59)
C (7.33, -0.52, 3.24)
C (7.19, -0.29, 4.80)
C (6.40, 1.01, 5.11)
C (7.41, -2.05, 0.18)
C (7.44, -2.83, -1.14)
C (7.28, -2.04, -2.42)
C (7.16, -2.86, -3.72)
H (0.84, -2.03, -2.79)
H (2.42, -2.54, -3.52)
H (2.05, -0.87, -3.01)
H (2.40, -3.20, -0.91)
H (1.96, -1.54, -0.59)
H (4.06, -0.73, -1.49)
H (4.48, -2.53, -1.78)
H (4.43, -3.01, 0.47)
H (3.61, -1.46, 0.83)
H (6.17, 0.62, -1.01)
H (7.01, 1.02, 0.50)
H (4.11, 1.03, 1.05)
H (4.38, 1.68, -0.51)
H (6.06, 3.30, 0.34)
H (5.88, 2.65, 2.01)
H (4.48, 4.78, 1.77)
H (3.58, 3.26, 2.04)
H (3.67, 3.95, 0.44)
H (5.41, -1.68, 2.99)
H (5.26, -0.08, 2.99)
H (7.77, 0.35, 2.74)
H (7.99, -1.37, 3.10)
H (8.17, -0.30, 5.28)
H (6.55, -1.07, 5.21)
H (6.70, 1.81, 4.45)
H (6.52, 1.25, 6.17)
H (5.33, 0.87, 4.95)
H (7.31, -2.79, 0.97)
H (8.32, -1.47, 0.37)
H (6.68, -3.62, -1.08)
H (8.37, -3.40, -1.21)
H (8.17, -1.46, -2.64)
H (6.49, -1.29, -2.34)
H (8.09, -3.41, -3.89)
H (7.05, -2.22, -4.60)
H (6.42, -3.66, -3.67)
C (-4.75, -2.50, 2.64)
C (-3.49, -2.14, 3.51)
N (-3.53, -0.70, 3.76)
C (-4.57, -0.02, 4.38)
C (-4.17, 1.24, 4.71)
N (-2.87, 1.40, 4.25)
C (-2.57, 0.22, 3.55)
C (-2.05, 2.53, 4.44)
H (-4.84, -1.94, 1.71)
H (-5.68, -2.47, 3.19)
H (-4.61, -3.53, 2.32)
H (-2.51, -2.38, 3.10)
H (-3.67, -2.69, 4.43)
H (-5.49, -0.57, 4.53)
H (-4.69, 2.02, 5.25)
H (-1.57, -0.04, 3.24)
H (-2.33, 2.98, 5.39)
H (-2.21, 3.24, 3.63)
H (-1.01, 2.24, 4.58)
C (-5.29, -3.67, -0.72)
C (-4.89, -4.09, -2.18)
N (-5.22, -3.06, -3.21)
C (-4.60, -1.81, -3.40)
C (-5.38, -1.06, -4.40)
N (-6.46, -1.91, -4.75)
C (-6.33, -3.05, -4.01)
C (-7.52, -1.63, -5.69)
H (-6.31, -3.29, -0.67)
H (-4.66, -2.86, -0.35)
H (-5.06, -4.52, -0.07)
H (-5.29, -5.08, -2.38)
H (-3.80, -4.14, -2.09)
H (-3.78, -1.44, -2.80)
H (-5.21, -0.12, -4.91)
H (-7.06, -3.85, -4.07)
H (-8.44, -1.30, -5.20)
H (-7.87, -2.55, -6.17)
H (-7.29, -0.84, -6.39)
C (-5.46, 0.86, -0.46)
C (-4.66, 1.74, 0.46)
N (-5.33, 2.97, 0.56)
C (-5.42, 3.90, -0.45)
C (-6.32, 4.88, -0.08)
N (-6.54, 4.68, 1.27)
C (-5.90, 3.52, 1.67)
C (-7.31, 5.49, 2.10)
H (-5.55, 1.43, -1.38)
H (-6.47, 0.51, -0.27)
H (-4.83, 0.01, -0.73)
H (-3.64, 2.02, 0.21)
H (-4.52, 1.24, 1.42)
H (-4.87, 3.62, -1.34)
H (-6.77, 5.72, -0.59)
H (-5.96, 3.11, 2.67)
H (-8.36, 5.29, 1.89)
H (-7.16, 6.53, 1.83)
H (-6.98, 5.35, 3.13)
C (3.80, -8.16, -2.67)
C (3.53, -6.61, -2.40)
N (2.32, -6.38, -1.63)
C (1.24, -5.71, -2.10)
C (0.29, -5.72, -1.09)
N (0.82, -6.40, -0.04)
C (2.12, -6.72, -0.36)
C (0.11, -6.83, 1.12)
H (3.40, -8.96, -2.04)
H (4.89, -8.07, -2.66)
H (3.54, -8.46, -3.68)
H (3.46, -6.13, -3.38)
H (4.29, -6.15, -1.77)
H (1.22, -5.34, -3.11)
H (-0.71, -5.33, -0.99)
H (2.73, -7.31, 0.31)
H (0.84, -6.97, 1.92)
H (-0.39, -7.77, 0.89)
H (-0.62, -6.09, 1.47)
C (2.26, -5.23, 4.07)
C (2.21, -4.25, 2.92)
O (2.62, -4.51, 1.82)
N (1.47, -2.92, 3.14)
H (1.23, -2.80, 4.11)
H (2.02, -2.09, 3.02)
C (0.05, -2.88, 2.44)
H (2.75, -6.11, 3.66)
H (1.26, -5.49, 4.42)
H (2.84, -4.89, 4.92)
H (-0.51, -3.62, 3.00)
H (0.04, -3.18, 1.39)
H (-0.30, -1.90, 2.77)
O (-2.29, 0.87, -2.34)
C (-2.84, 1.51, -3.35)
O (-2.55, 0.95, -4.40)
O (-3.53, 2.56, -3.27)
H (-1.77, 0.33, -2.94)
O (-3.38, -6.54, 1.22)
C (-3.48, -7.31, 0.17)
O (-4.26, -8.31, 0.11)
O (-2.78, -7.02, -0.77)
H (-2.75, -6.03, 0.70)
O (-2.63, -1.42, 0.19)
C (-2.05, -2.55, -0.16)
O (-1.31, -2.45, -1.10)
O (-2.26, -3.63, 0.44)
H (-2.09, -1.01, -0.49)

**Net charge**: +4
**Kohn-Sham gap**: 2.59 eV
**Energy**: -4365.05046 hartree
**LUMO**: -0.3383 Ha
**Molar mass**: 1220.70 g/mol
**E_HOMO**: -11.794 eV
**Multiplicity**: 1


Q: Number 2 is which compound?
A: C2H5N3O2